{
  "formula": "C5H39NO14",
  "method": "wB97M-V/def2-TZVPD",
  "homo_energy_ev": -9.286,
  "homo_lumo_gap_ev": 9.3626,
  "species": ["O", "O", "O", "O", "O", "O", "O", "O", "O", "O", "O", "O", "O", "O", "N", "C", "C", "C", "C", "C", "H", "H", "H", "H", "H", "H", "H", "H", "H", "H", "H", "H", "H", "H", "H", "H", "H", "H", "H", "H", "H", "H", "H", "H", "H", "H", "H", "H", "H", "H", "H", "H", "H", "H", "H", "H", "H", "H", "H"],
  "xyz": [[-0.35219, -3.09919, -2.67556], [-2.59559, -1.96519, -1.71670], [-3.62981, 2.57587, -1.24933], [-2.72874, 0.33723, 2.52879], [-0.56080, 2.41294, 2.46910], [0.87678, -0.08044, 3.71086], [2.25982, -2.33318, -2.44556], [-3.70541, 0.11998, -0.51682], [2.90465, -3.36249, 0.46946], [-1.56798, 4.28545, 0.69485], [3.48763, -0.25272, 2.00135], [4.37774, -0.48965, -1.16895], [-1.09944, -1.66992, 3.57642], [-0.72322, 3.79191, -2.45798], [-0.21084, -2.27901, -0.02124], [-0.39104, 0.07368, -0.75740], [-0.18211, -0.81369, 0.31869], [1.31323, 0.55346, -2.55426], [1.75067, 1.41660, -0.22278], [0.99210, 0.65105, -1.29871], [-1.21389, 4.67117, 1.41215], [0.66530, -0.53855, 0.87378], [-0.79487, -0.49031, -1.61339], [3.75726, -0.24171, 2.92841], [4.16274, 0.31251, 1.57850], [-1.19441, -0.90656, 0.96885], [-2.22177, 3.70228, 1.07320], [-4.49967, -0.37438, -0.81341], [1.73912, -0.36875, 3.70907], [-2.47569, -2.28218, -0.82598], [-0.67007, 2.35225, 3.40522], [2.65220, 1.86021, -0.51856], [1.36465, -2.35085, -1.87620], [2.04047, 0.66203, 0.42805], [0.52340, -2.46764, -0.62840], [2.13363, 1.17839, -2.98241], [-1.08180, 0.98669, -0.60754], [2.45520, -3.74398, -0.25016], [3.42592, -2.66217, -0.01702], [-3.35511, 3.26496, -0.64444], [0.86635, 0.85831, 3.59297], [4.07491, -1.37739, -1.40367], [-4.00551, 1.00924, -0.50302], [-0.63604, -1.18582, 4.16336], [-1.07055, 1.72440, 2.04994], [0.03428, 3.56469, -3.06289], [-3.33669, 0.19867, 1.69595], [0.71322, -0.12737, -3.10082], [-1.13538, -2.45852, -2.52830], [2.15104, -3.06578, -3.07650], [1.05694, 2.10509, 0.22121], [-2.50001, -0.97708, -1.45939], [-3.41661, 2.86876, -2.26683], [-0.54707, -2.22981, 3.09003], [-0.25997, 3.90698, -1.69567], [0.06055, -2.73288, 0.93311], [-2.33523, -0.53348, 2.52643], [-0.85408, -3.80606, -2.82585], [3.51177, -0.17809, -0.63408]]
}

{
  "formula": "C5H3AlO6",
  "method": "wB97M-V/def2-TZVPD",
  "homo_energy_ev": -17.710,
  "charge": 2,
  "homo_lumo_gap_ev": 7.4859,
  "species": ["Al", "O", "O", "O", "O", "O", "O", "C", "C", "C", "C", "C", "H", "H", "H"],
  "xyz": [[0.50643, 0.66935, -0.17723], [0.32924, -2.82750, 0.26950], [1.24979, 0.61465, 3.04232], [-0.68391, 0.12868, -3.21341], [2.35230, 3.17082, -1.10798], [-2.69118, 1.04125, 0.84118], [-1.98088, -1.44965, -0.86772], [1.00853, 0.61562, 1.91774], [0.41444, -1.68433, 0.17830], [-0.17446, 0.24642, -2.20152], [1.58632, 2.41713, -0.64454], [-1.60740, 0.89925, 0.48352], [-0.02440, 2.33145, -0.05325], [-2.49797, -1.88668, -0.17506], [-1.89862, -2.04913, -1.62933]]
}

{
  "formula": "C5H3Br",
  "method": "wB97M-V/def2-TZVPD",
  "homo_energy_ev": [-8.624, -8.613],
  "homo_lumo_gap_ev": [5.2142, 5.1956],
  "species": ["Br", "C", "C", "C", "C", "C", "H", "H", "H"],
  "xyz": [[2.54818, 1.53984, 0.25643], [-0.47640, 0.32352, 0.40364], [2.01636, -2.61456, -0.30453], [1.20679, -1.65011, 0.14531], [-1.53167, 0.57258, -0.40109], [0.45419, -0.67754, 0.28480], [-2.30047, 1.51126, -0.35191], [-1.67737, -0.11453, -1.11513], [-0.23961, 1.10955, 1.08248]]
}

{
  "formula": "C5H3Cl2InNO3Ti",
  "method": "wB97M-V/def2-TZVPD",
  "homo_energy_ev": [-25.259, -25.813],
  "charge": 4,
  "s_squared": 0.7523,
  "spin_multiplicity": 2,
  "homo_lumo_gap_ev": [5.5480, 6.1064],
  "species": ["In", "Ti", "Cl", "Cl", "O", "O", "O", "N", "C", "C", "C", "C", "C", "H", "H", "H"],
  "xyz": [[2.50746, -0.15238, 0.92786], [-0.57557, 0.20944, -2.99201], [-2.47116, -0.60986, -3.67876], [-0.01613, 0.96722, -0.91169], [0.55439, 2.07251, -5.23162], [1.54638, -2.06954, -2.94023], [1.47813, 3.10830, 1.15819], [0.70998, -0.49386, 2.18182], [0.11847, 1.38854, -4.37993], [0.72529, -1.23091, -2.97501], [-0.23261, -0.74242, 2.81254], [2.14576, 2.17622, 1.14554], [-1.39888, -1.08874, 3.57056], [-1.72233, -2.11032, 3.31891], [-1.15610, -1.04070, 4.63857], [-2.21308, -0.38351, 3.35524]]
}

{
  "formula": "C5H3Cl4N2O",
  "method": "wB97M-V/def2-TZVPD",
  "homo_energy_ev": -13.412,
  "charge": 1,
  "homo_lumo_gap_ev": 7.1188,
  "species": ["Cl", "Cl", "Cl", "Cl", "O", "N", "N", "C", "C", "C", "C", "C", "H", "H", "H"],
  "xyz": [[-3.42250, -2.53729, -0.16204], [-4.68889, -0.24308, -1.37851], [-3.15869, 3.15092, 0.48721], [-4.23339, -0.22587, 1.53794], [-0.10771, 3.60436, 0.12116], [-1.13467, -0.68361, -0.36973], [-0.62429, 2.48452, -0.03759], [0.12152, 0.04183, -0.32140], [-1.91844, 2.29545, -0.04075], [0.29647, 1.38904, -0.28552], [-2.29902, -0.13918, -0.09534], [-3.59935, -0.79123, -0.05700], [0.87491, -0.73943, -0.38257], [-1.24074, -1.66657, -0.51068], [1.32628, 1.68134, -0.16959]]
}

{
  "formula": "C5H3ClN2O",
  "method": "wB97M-V/def2-TZVPD",
  "homo_energy_ev": [-8.304, -8.304],
  "homo_lumo_gap_ev": [7.0459, 7.0471],
  "species": ["Cl", "O", "N", "N", "C", "C", "C", "C", "C", "H", "H", "H"],
  "xyz": [[0.79397, 4.39908, 0.41442], [-0.16851, 1.60808, 2.02800], [3.41486, 1.71041, 0.53282], [0.17555, 1.72884, -2.21107], [0.71593, 2.37019, -1.40973], [2.50707, 2.30239, 0.13977], [-0.03009, -0.04969, 0.15418], [1.34929, 2.92093, -0.31914], [0.02392, 1.04605, 1.03749], [-0.22211, 0.31023, -0.88144], [0.94931, -0.53516, 0.13851], [-0.80348, -0.76057, 0.45581]]
}

How do the records compare in maximum force? In the order shown, they have 6.8; 5.5; 4.1; 12.7; 5.3; 3.5 eV Å⁻¹.
How do the records compare in energy relative to the best compared isomer or geometry (same formula, charge and spin)? In the order shown, they have 169.0; 26.3; 103.6; 0.0; 120.0; 28.0 kcal per mole.